[1]
C49H40BKN2O3P2S | ωB97M-V/def2-TZVPD

Summary:
Total charge: -2
2S+1: 1
Orbital gap in eV: 5.51

Last column: Mulliken charge in e.
Atoms and positions in Å:
1 K 1.861 1.394 1.189  0.82
2 O -0.397 -1.614 -3.321  0.95
3 C -0.925 -0.526 -3.961  0.70
4 C -0.522 -0.130 -5.226  -0.81
5 C -1.154 0.954 -5.823  -0.75
6 C -2.171 1.621 -5.157  -1.07
7 C -2.564 1.192 -3.893  -0.18
8 C -1.957 0.105 -3.272  0.16
9 P -2.427 -0.543 -1.611  -0.07
10 C -3.231 -2.119 -2.103  0.59
11 C -3.481 -3.051 -1.097  -0.53
12 C -4.036 -4.284 -1.391  -0.53
13 C -4.347 -4.614 -2.704  -0.59
14 C -4.100 -3.699 -3.715  -0.70
15 C -3.542 -2.462 -3.414  -0.09
16 C -3.807 0.508 -1.073  1.09
17 C -3.284 1.772 -0.495  -1.39
18 C -3.841 2.977 -0.669  -0.40
19 C -4.966 3.181 -1.573  -0.54
20 C -5.507 2.134 -2.216  -1.08
21 C -5.148 0.753 -1.937  -1.06
22 C 0.686 -2.261 -3.855  -1.49
23 C 0.453 -3.281 -4.774  -0.03
24 C 1.518 -3.982 -5.307  -0.65
25 C 2.817 -3.668 -4.906  -0.92
26 C 3.018 -2.682 -3.957  0.04
27 C 1.955 -1.955 -3.410  0.76
28 P 2.190 -0.767 -2.008  0.52
29 C 2.534 -1.999 -0.705  0.57
30 C 1.441 -2.328 0.092  -0.46
31 C 1.557 -3.304 1.071  -0.62
32 C 2.769 -3.948 1.262  -0.42
33 C 3.864 -3.620 0.474  -0.68
34 C 3.745 -2.657 -0.513  -0.15
35 C 3.834 -0.079 -2.451  0.18
36 C 4.736 0.275 -1.449  -0.34
37 C 5.890 0.985 -1.755  -0.63
38 C 6.152 1.367 -3.062  -0.48
39 C 5.255 1.028 -4.066  -0.64
40 C 4.106 0.316 -3.762  -0.66
41 H 0.286 -0.641 -5.737  0.43
42 H -0.840 1.269 -6.811  0.37
43 H -2.664 2.472 -5.610  0.43
44 H -3.337 1.730 -3.363  0.26
45 H -3.255 -2.794 -0.069  0.36
46 H -4.228 -4.989 -0.591  0.41
47 H -4.783 -5.579 -2.936  0.35
48 H -4.345 -3.941 -4.742  0.44
49 H -3.356 -1.754 -4.214  0.42
50 H -2.371 1.693 0.089  0.54
51 H -3.395 3.837 -0.182  0.45
52 H -5.305 4.190 -1.776  0.35
53 H -6.260 2.308 -2.981  0.31
54 H -5.320 0.031 -2.734  0.29
55 H -0.572 -3.519 -5.029  0.56
56 H 1.337 -4.774 -6.023  0.40
57 H 3.664 -4.202 -5.316  0.42
58 H 4.026 -2.462 -3.627  0.35
59 H 0.495 -1.814 -0.054  0.36
60 H 0.705 -3.544 1.694  0.43
61 H 2.871 -4.692 2.042  0.36
62 H 4.822 -4.091 0.650  0.43
63 H 4.615 -2.379 -1.094  0.32
64 H 4.546 -0.006 -0.421  0.34
65 H 6.577 1.239 -0.958  0.48
66 H 7.046 1.932 -3.296  0.36
67 H 5.446 1.325 -5.090  0.39
68 H 3.411 0.067 -4.557  0.43
69 C -0.371 4.093 2.360  -0.97
70 C 0.879 4.194 3.179  0.20
71 C 1.199 5.131 4.146  -0.73
72 C 2.503 4.789 4.595  -0.56
73 C 2.876 3.671 3.868  0.15
74 C 4.154 2.896 3.965  -1.06
75 N 1.893 3.299 3.002  -0.03
76 H -1.098 4.851 2.660  0.30
77 H -0.865 3.122 2.468  0.18
78 H -0.186 4.239 1.287  0.21
79 H 0.575 5.950 4.477  0.37
80 H 3.095 5.288 5.351  0.37
81 H 4.855 3.406 4.629  0.29
82 H 4.642 2.778 2.993  0.20
83 H 4.004 1.884 4.352  0.19
84 S 6.120 -1.522 2.554  -0.50
85 C 4.746 -0.712 2.114  -0.19
86 N 3.787 -0.154 1.750  -0.30
87 O -5.858 0.709 0.641  -0.83
88 B -5.213 0.045 -0.512  2.06
89 O -5.707 -1.358 -0.495  -0.39
90 C -6.791 -1.327 0.297  0.15
91 C -7.733 -2.312 0.485  -0.86
92 C -8.787 -2.054 1.376  -0.57
93 C -8.873 -0.847 2.044  -0.45
94 C -7.910 0.156 1.851  -0.93
95 C -6.879 -0.096 0.974  0.59
96 H -7.649 -3.254 -0.042  0.48
97 H -9.547 -2.811 1.534  0.36
98 H -9.694 -0.669 2.729  0.34
99 H -7.966 1.106 2.367  0.45

Forces on atoms 1 to 3 (eV/Å):
-0.3 0.2 0.0
0.0 -0.2 0.3
-0.1 -0.1 -0.1

---

[2]
C49H40N9O2RhSi | ωB97M-V/def2-TZVPD

Summary:
2S+1: 1
Orbital gap (alpha / beta) in eV: 6.01 / 6.04

Last column: Mulliken charge in e.
Atoms and positions in Å:
1 Rh -0.141 0.935 -0.467  0.44
2 N -2.318 10.944 0.504  -0.53
3 C -2.081 9.835 0.316  -0.09
4 C -1.784 8.438 0.080  0.55
5 C -2.169 7.474 1.005  -0.92
6 C -1.890 6.139 0.766  -0.03
7 C -1.218 5.738 -0.386  -0.49
8 C -0.831 6.715 -1.300  -0.42
9 C -1.114 8.052 -1.076  -0.86
10 C -0.942 4.296 -0.648  1.39
11 C 0.355 3.924 -0.970  0.15
12 C 1.518 4.754 -1.000  -0.40
13 C 2.536 3.966 -1.469  -1.40
14 C 1.964 2.685 -1.690  -0.77
15 N 0.681 2.642 -1.384  -0.30
16 C -2.025 3.416 -0.624  0.12
17 C -3.406 3.787 -0.609  -0.87
18 C -4.121 2.629 -0.752  -2.04
19 C -3.160 1.589 -0.839  -0.55
20 N -1.922 2.034 -0.771  0.43
21 H -2.683 7.772 1.909  0.45
22 H -2.178 5.394 1.498  0.47
23 H -0.335 6.417 -2.215  0.60
24 H -0.825 8.803 -1.799  0.45
25 H 1.580 5.791 -0.701  0.62
26 H 3.562 4.258 -1.639  0.46
27 H 2.459 1.808 -2.078  0.93
28 H -3.795 4.795 -0.567  0.53
29 H -5.196 2.513 -0.798  0.46
30 H -3.356 0.542 -0.990  1.03
31 C 4.671 -3.960 4.087  -1.56
32 C 5.169 -3.408 2.772  0.54
33 C 4.443 -3.557 1.597  -0.37
34 C 4.906 -3.057 0.386  0.03
35 C 6.107 -2.367 0.335  -0.30
36 N 6.618 -1.818 -0.870  -0.05
37 C 5.969 -1.461 -2.030  0.18
38 O 6.526 -1.512 -3.111  -0.69
39 N 4.643 -1.062 -1.941  -0.08
40 C 3.950 -0.419 -0.901  0.24
41 C 4.572 0.268 0.133  -0.35
42 C 3.790 0.854 1.110  -1.10
43 C 2.414 0.781 1.022  -0.50
44 N 1.809 0.174 0.001  0.59
45 C 2.562 -0.413 -0.931  -0.68
46 C 6.855 -2.220 1.499  -0.48
47 C 6.391 -2.740 2.697  -0.71
48 H 3.689 -4.421 3.975  0.33
49 H 4.591 -3.172 4.839  0.34
50 H 5.355 -4.716 4.477  0.36
51 H 3.498 -4.092 1.617  0.27
52 H 4.339 -3.229 -0.524  0.76
53 H 7.606 -1.925 -1.025  0.26
54 H 4.190 -1.105 -2.838  0.24
55 H 5.649 0.353 0.167  0.62
56 H 4.248 1.384 1.933  0.50
57 H 1.759 1.224 1.762  0.51
58 H 2.037 -0.891 -1.751  0.51
59 H 7.803 -1.691 1.463  0.42
60 H 6.988 -2.618 3.594  0.39
61 N 2.881 -4.496 -1.137  -0.58
62 C 2.081 -3.858 -0.597  0.53
63 N 1.199 -3.161 0.105  -0.45
64 C 0.218 -2.460 -0.092  0.25
65 N -0.729 -1.727 -0.153  1.19
66 O -0.696 1.705 2.073  -0.56
67 H -1.048 2.577 1.865  0.22
68 H -1.471 1.163 2.257  0.33
69 C -4.560 -0.054 3.254  -0.64
70 C -5.281 -0.342 2.102  -0.63
71 C -4.655 -0.961 1.028  -0.09
72 C -3.303 -1.301 1.082  1.24
73 C -2.591 -1.012 2.252  -0.77
74 C -3.213 -0.391 3.331  -0.30
75 Si -2.444 -2.210 -0.292  -1.44
76 C -2.937 -1.817 -2.029  1.04
77 C -2.012 -1.267 -2.920  0.26
78 C -2.369 -1.008 -4.238  -0.83
79 C -3.654 -1.290 -4.682  -0.55
80 C -4.592 -1.820 -3.805  -1.06
81 C -4.236 -2.079 -2.489  -0.32
82 C -2.531 -4.044 0.053  0.67
83 C -1.792 -4.595 1.109  -0.35
84 C -1.867 -5.947 1.412  -0.87
85 C -2.696 -6.778 0.669  -0.50
86 C -3.448 -6.251 -0.374  -0.67
87 C -3.363 -4.898 -0.679  -0.35
88 H -5.047 0.432 4.092  0.39
89 H -6.331 -0.078 2.037  0.43
90 H -5.234 -1.164 0.129  0.17
91 H -1.535 -1.261 2.323  0.49
92 H -2.643 -0.169 4.228  0.45
93 H -1.023 -0.993 -2.574  0.19
94 H -1.641 -0.572 -4.915  0.44
95 H -3.931 -1.087 -5.710  0.38
96 H -5.602 -2.026 -4.142  0.41
97 H -4.988 -2.472 -1.809  0.34
98 H -1.152 -3.962 1.721  0.42
99 H -1.285 -6.353 2.231  0.40
100 H -2.753 -7.834 0.901  0.39
101 H -4.098 -6.895 -0.953  0.42
102 H -3.936 -4.513 -1.516  0.30

Forces on atoms 1 to 3 (eV/Å):
-0.4 0.5 -0.5
0.0 0.0 0.0
0.1 -0.3 0.0

---

[3]
C49H41AgBrI2NO2P2STe | ωB97M-V/def2-TZVPD

Summary:
Total charge: -2
2S+1: 1
Orbital gap in eV: 5.19

Last column: Mulliken charge in e.
Atoms and positions in Å:
1 Ag -0.532 1.508 0.075  -1.44
2 C 0.424 -2.481 0.644  -3.26
3 N 0.810 -2.761 -0.711  1.51
4 C 0.954 -1.630 -1.574  -2.33
5 P -0.371 -0.281 -1.453  1.55
6 C -0.338 -0.014 -3.266  1.37
7 C -1.093 -0.659 -4.239  -0.81
8 C -0.834 -0.424 -5.579  -0.84
9 C 0.179 0.437 -5.963  -0.71
10 C 0.919 1.105 -4.997  -0.58
11 C 0.657 0.882 -3.664  -0.82
12 C -1.793 -1.378 -1.209  2.22
13 C -2.766 -1.005 -0.288  -1.33
14 C -3.838 -1.826 -0.008  -0.74
15 C -3.942 -3.056 -0.635  -0.86
16 C -2.965 -3.452 -1.532  -1.32
17 C -1.894 -2.626 -1.823  -0.61
18 C 1.119 -4.038 -1.087  1.15
19 C 1.542 -4.366 -2.385  -0.52
20 C 1.883 -5.656 -2.728  -0.85
21 C 1.833 -6.680 -1.798  -0.51
22 C 1.374 -6.385 -0.526  -0.82
23 C 1.009 -5.103 -0.177  -0.47
24 P 0.209 -0.662 1.179  1.27
25 C 0.161 -1.251 2.904  1.09
26 C 1.154 -1.060 3.851  -0.53
27 C 0.979 -1.531 5.138  -0.83
28 C -0.182 -2.198 5.488  -0.82
29 C -1.196 -2.345 4.559  -0.69
30 C -1.028 -1.862 3.277  -0.80
31 C 1.925 -0.139 0.885  0.98
32 C 3.026 -0.927 1.202  -0.34
33 C 4.311 -0.476 0.964  -0.87
34 C 4.534 0.768 0.400  -0.78
35 C 3.451 1.563 0.080  -0.88
36 C 2.173 1.100 0.319  -0.46
37 H 1.141 -2.944 1.346  1.41
38 H -0.554 -2.961 0.851  0.75
39 H 0.997 -1.939 -2.625  1.24
40 H 1.920 -1.109 -1.381  0.07
41 H -1.900 -1.322 -3.956  0.74
42 H -1.438 -0.921 -6.327  0.36
43 H 0.396 0.584 -7.013  0.33
44 H 1.700 1.794 -5.291  0.42
45 H 1.238 1.403 -2.898  0.16
46 H -2.691 -0.042 0.235  0.30
47 H -4.589 -1.500 0.697  0.52
48 H -4.776 -3.708 -0.416  0.38
49 H -3.031 -4.418 -2.015  0.47
50 H -1.136 -2.970 -2.515  0.60
51 H 1.598 -3.612 -3.156  0.46
52 H 2.195 -5.854 -3.745  0.38
53 H 2.133 -7.684 -2.062  0.37
54 H 1.292 -7.165 0.219  0.37
55 H 0.628 -4.929 0.817  0.42
56 H 2.062 -0.527 3.590  0.45
57 H 1.751 -1.354 5.875  0.42
58 H -0.308 -2.571 6.497  0.33
59 H -2.129 -2.813 4.838  0.41
60 H -1.833 -1.954 2.555  0.27
61 H 2.894 -1.905 1.647  0.42
62 H 5.148 -1.108 1.231  0.39
63 H 5.544 1.112 0.213  0.36
64 H 3.595 2.550 -0.341  0.50
65 H 1.358 1.777 0.111  0.68
66 Br 5.101 4.967 5.407  -0.27
67 C 3.599 3.959 4.790  0.03
68 C 2.785 3.336 5.718  -0.57
69 C 1.699 2.613 5.265  -0.84
70 C 1.433 2.505 3.904  0.29
71 C 2.272 3.140 2.998  0.55
72 C 3.358 3.878 3.434  -1.22
73 C 0.253 1.639 3.472  0.19
74 O -0.592 1.349 4.304  -0.83
75 O 0.288 1.272 2.259  -0.43
76 H 3.004 3.423 6.773  0.42
77 H 1.033 2.122 5.959  0.49
78 H 2.076 3.067 1.941  0.58
79 H 4.013 4.383 2.738  0.46
80 Te -2.143 1.881 -1.854  1.37
81 C -3.421 1.409 -3.984  -0.04
82 C -3.353 2.163 -5.122  -0.30
83 C -3.967 1.599 -6.263  -0.69
84 C -4.495 0.377 -6.015  -0.54
85 S -4.264 -0.084 -4.369  -0.25
86 H -2.883 3.133 -5.147  0.46
87 H -4.022 2.103 -7.212  0.36
88 H -5.013 -0.284 -6.682  0.42
89 I -3.596 3.972 -2.173  -0.02
90 I -5.158 6.318 -2.571  -0.69
91 C -1.083 5.360 2.719  -0.41
92 C -0.172 5.384 1.680  -0.51
93 C -0.286 4.484 0.636  -0.42
94 C -1.275 3.480 0.614  0.02
95 C -2.226 3.541 1.655  -0.16
96 C -2.137 4.466 2.677  -0.49
97 H -0.975 6.044 3.549  0.35
98 H 0.646 6.093 1.683  0.41
99 H 0.404 4.585 -0.208  0.35
100 H -3.076 2.854 1.657  0.34
101 H -2.884 4.472 3.459  0.34

Forces on atoms 1 to 3 (eV/Å):
-0.9 1.8 1.1
-0.1 -0.6 0.5
0.0 0.2 0.1

---

[4]
C49H41MnN6P | ωB97M-V/def2-TZVPD

Summary:
2S+1: 2
Expectation value of S²: 1.21
Orbital gap (alpha / beta) in eV: 5.13 / 5.32

Last column: Mulliken charge in e.
Atoms and positions in Å:
1 Mn -0.260 0.610 -0.480  0.23
2 C -3.276 -3.030 -0.251  -0.74
3 N -2.964 -1.761 -0.894  0.43
4 C -1.728 -1.204 -1.033  -0.18
5 N -1.822 -0.009 -1.604  -0.17
6 C -3.156 0.190 -1.893  0.46
7 C -3.872 -0.889 -1.464  0.34
8 C -5.331 -1.144 -1.484  -0.53
9 C -5.855 -2.292 -2.071  -0.03
10 C -7.226 -2.512 -2.099  -0.79
11 C -8.088 -1.575 -1.545  -0.35
12 C -7.574 -0.424 -0.965  -0.77
13 C -6.203 -0.211 -0.931  -0.01
14 C -3.637 1.392 -2.609  0.02
15 C -3.070 2.636 -2.347  -0.35
16 C -3.527 3.765 -3.013  -0.66
17 C -4.553 3.666 -3.944  -0.39
18 C -5.116 2.425 -4.215  -0.74
19 C -4.656 1.295 -3.554  -0.30
20 P -0.267 -2.093 -0.341  -0.49
21 C -0.254 -1.239 1.346  -0.25
22 N -0.251 0.090 1.468  -0.01
23 C 0.143 0.377 2.761  -0.25
24 C 0.454 -0.795 3.397  0.39
25 N 0.211 -1.811 2.494  0.39
26 C 0.301 -3.237 2.753  -1.14
27 C 0.858 -1.037 4.800  -0.25
28 C 0.112 -0.473 5.832  -0.05
29 C 0.479 -0.667 7.156  -0.72
30 C 1.592 -1.438 7.465  -0.37
31 C 2.340 -2.007 6.444  -0.73
32 C 1.976 -1.802 5.118  -0.15
33 C 0.220 1.758 3.273  0.62
34 C 1.251 2.164 4.117  -0.36
35 C 1.290 3.462 4.605  -0.67
36 C 0.301 4.371 4.250  -0.47
37 C -0.724 3.974 3.403  -0.54
38 C -0.765 2.674 2.918  -0.70
39 C 1.069 -1.372 -1.340  -0.23
40 N 1.266 -0.062 -1.573  0.07
41 C 2.597 0.075 -1.932  0.35
42 C 3.208 -1.145 -1.883  0.41
43 N 2.261 -2.056 -1.463  0.40
44 C 2.465 -3.465 -1.200  -0.93
45 C 4.617 -1.503 -2.162  -0.33
46 C 5.645 -0.789 -1.552  -0.11
47 C 6.971 -1.086 -1.832  -0.75
48 C 7.287 -2.107 -2.719  -0.38
49 C 6.269 -2.823 -3.333  -0.72
50 C 4.942 -2.518 -3.059  -0.19
51 C 3.199 1.362 -2.344  -0.06
52 C 3.020 2.509 -1.574  -0.27
53 C 3.612 3.705 -1.954  -0.74
54 C 4.390 3.771 -3.103  -0.41
55 C 4.569 2.631 -3.876  -0.72
56 C 3.972 1.436 -3.500  -0.25
57 H -2.682 -3.145 0.651  0.21
58 H -3.078 -3.867 -0.920  0.27
59 H -4.327 -3.029 0.025  0.44
60 H -5.185 -3.012 -2.527  0.46
61 H -7.620 -3.408 -2.561  0.39
62 H -9.157 -1.741 -1.569  0.40
63 H -8.242 0.312 -0.535  0.40
64 H -5.798 0.688 -0.482  0.47
65 H -2.269 2.705 -1.623  0.26
66 H -3.075 4.727 -2.801  0.42
67 H -4.906 4.548 -4.462  0.39
68 H -5.905 2.333 -4.950  0.40
69 H -5.084 0.326 -3.783  0.45
70 H -0.021 -3.442 3.771  0.42
71 H 1.321 -3.601 2.623  0.28
72 H -0.349 -3.761 2.057  0.42
73 H -0.755 0.127 5.588  0.45
74 H -0.107 -0.218 7.947  0.40
75 H 1.877 -1.593 8.499  0.40
76 H 3.214 -2.601 6.676  0.38
77 H 2.583 -2.223 4.324  0.43
78 H 2.035 1.465 4.384  0.52
79 H 2.100 3.765 5.256  0.41
80 H 0.332 5.385 4.628  0.39
81 H -1.496 4.677 3.113  0.40
82 H -1.556 2.364 2.247  0.48
83 H 3.529 -3.654 -1.100  0.48
84 H 2.062 -4.086 -2.002  0.26
85 H 1.964 -3.737 -0.270  0.23
86 H 5.396 0.008 -0.862  0.48
87 H 7.759 -0.518 -1.354  0.40
88 H 8.322 -2.339 -2.934  0.40
89 H 6.505 -3.613 -4.035  0.39
90 H 4.151 -3.058 -3.566  0.47
91 H 2.403 2.455 -0.687  0.39
92 H 3.465 4.591 -1.348  0.41
93 H 4.850 4.707 -3.397  0.38
94 H 5.166 2.675 -4.779  0.39
95 H 4.102 0.549 -4.109  0.46
96 C -0.129 2.415 -0.486  -1.33
97 H -0.097 3.131 0.338  0.21
98 H -0.013 2.931 -1.450  0.79

Forces on atoms 1 to 3 (eV/Å):
-0.1 1.2 -0.3
0.0 0.2 -0.1
-0.3 -0.1 0.0

---

In order of appearance, ΔE to the lowest compared entry with this formula, charge and spin = 20.5; 164.4; 530.3; 9.9 kJ/mol.